(1)
{"formula": "C32H41N4OS3Si2TeZr", "method": "ωB97M-V/def2-TZVPD", "species": ["Zr", "C", "C", "C", "C", "C", "C", "H", "H", "H", "H", "H", "H", "S", "C", "S", "C", "C", "N", "C", "N", "C", "Si", "C", "C", "C", "Te", "C", "Si", "C", "C", "C", "H", "H", "H", "H", "H", "H", "H", "H", "H", "H", "H", "H", "H", "H", "H", "H", "H", "H", "H", "H", "H", "H", "C", "C", "O", "S", "C", "C", "C", "C", "C", "C", "C", "C", "H", "H", "H", "H", "H", "H", "H", "C", "C", "N", "C", "C", "N", "H", "H", "H", "H", "H", "H"], "xyz": [[0.5916, 0.9301, 0.5637], [-0.6043, 2.1054, 3.4994], [-0.5419, 2.9466, 2.3915], [-1.3522, 2.6864, 1.2834], [-2.2008, 1.5724, 1.2846], [-2.2682, 0.7519, 2.4058], [-1.4758, 1.0241, 3.5119], [0.0363, 2.2966, 4.3494], [0.1034, 3.8136, 2.3906], [-1.3695, 3.3836, 0.4545], [-2.8476, 1.3799, 0.4367], [-2.9200, -0.1105, 2.4038], [-1.5169, 0.3744, 4.3756], [1.9379, 3.0688, 0.0780], [3.0068, 2.5495, 1.3605], [2.4923, 1.1019, 2.1931], [4.1642, 3.1944, 1.6555], [5.0217, 2.7115, 2.6949], [5.6981, 2.2935, 3.5250], [4.5518, 4.3639, 0.9264], [4.8528, 5.2917, 0.3182], [-1.3450, 0.7149, -5.6262], [-0.8858, -0.6700, -4.4659], [-1.8584, -2.2164, -4.8282], [0.9537, -1.0166, -4.5394], [-1.3381, -0.1074, -2.7132], [-0.2841, 1.6767, -2.1703], [-1.9586, 2.9855, -2.2688], [-1.5537, 4.8336, -2.4835], [-3.1646, 5.6514, -2.9314], [-0.3036, 4.9992, -3.8525], [-0.8836, 5.5308, -0.8892], [-1.0864, 0.4508, -6.6537], [-0.8045, 1.6354, -5.3883], [-2.4161, 0.9272, -5.6009], [-1.6219, -2.5883, -5.8278], [-2.9349, -2.0418, -4.7868], [-1.6193, -3.0107, -4.1170], [1.3202, -0.8614, -5.5563], [1.1758, -2.0528, -4.2740], [1.5402, -0.3633, -3.8877], [-1.1344, -0.8649, -1.9569], [-2.3941, 0.1588, -2.6309], [-2.6158, 2.7913, -1.4203], [-2.4735, 2.6473, -3.1727], [-3.5738, 5.2495, -3.8605], [-3.0168, 6.7242, -3.0727], [-3.9145, 5.5225, -2.1482], [-0.6755, 4.5728, -4.7874], [0.6470, 4.5175, -3.6141], [-0.0941, 6.0555, -4.0346], [-1.6228, 5.4951, -0.0848], [-0.6304, 6.5826, -1.0423], [0.0293, 5.0335, -0.5505], [-1.2469, -8.0235, 7.2375], [-1.1121, -6.9964, 6.1458], [-2.0134, -6.3304, 5.7259], [0.5994, -6.7936, 5.6134], [0.4368, -5.3813, 4.5628], [-0.3741, -5.4270, 3.4326], [-0.4903, -4.3164, 2.6196], [0.2184, -3.1505, 2.9223], [1.0412, -3.1112, 4.0487], [1.1421, -4.2224, 4.8674], [0.1043, -1.9991, 2.0826], [-0.0034, -1.0147, 1.3655], [-2.1679, -8.5817, 7.0824], [-1.3198, -7.4969, 8.1904], [-0.3940, -8.6983, 7.2756], [-0.9212, -6.3302, 3.2019], [-1.1349, -4.3431, 1.7509], [1.5931, -2.2096, 4.2800], [1.7650, -4.1911, 5.7513], [0.9176, -2.6142, -1.1662], [2.0109, -1.6089, -1.1032], [1.9365, -0.2924, -0.8793], [3.2234, 0.2113, -1.0955], [4.0484, -0.7955, -1.4410], [3.2672, -1.9313, -1.4314], [0.0789, -2.3207, -0.5454], [1.2726, -3.5833, -0.8152], [0.5878, -2.7246, -2.2015], [3.4425, 1.2593, -1.0102], [5.0972, -0.8118, -1.6748], [3.5737, -2.8632, -1.6579]], "e_above_lowest_ev": 0.5373, "multiplicity": 1, "lumo_ev": -3.94, "e_tot_ha": -3626.731938, "charge": 1}


(2)
{"formula": "C32H42F3N4O5S2", "method": "ωB97M-V/def2-TZVPD", "species": ["C", "C", "C", "C", "C", "C", "N", "N", "C", "C", "C", "S", "C", "S", "N", "C", "C", "N", "C", "C", "C", "C", "C", "O", "C", "C", "C", "C", "C", "C", "C", "C", "C", "F", "F", "F", "H", "H", "H", "H", "H", "H", "H", "H", "H", "H", "H", "H", "H", "H", "H", "H", "H", "H", "H", "H", "H", "H", "H", "H", "H", "H", "H", "H", "H", "H", "H", "H", "H", "H", "H", "H", "H", "H", "C", "C", "C", "O", "C", "C", "C", "O", "O", "O", "H", "H", "H", "H"], "xyz": [[-2.5700, -4.8405, 2.4035], [-2.7068, -3.2578, 1.9098], [-1.8111, -2.9519, 0.5313], [-1.3148, -1.3900, 0.5220], [-1.6105, -0.4303, -0.7729], [-2.9575, -0.8217, -1.6186], [-3.7609, 0.3768, -2.0929], [-0.3205, -0.0959, -1.4872], [-0.3204, 0.2368, -2.9611], [0.8080, 1.3377, -3.4265], [0.6500, 2.8186, -2.7252], [-1.0657, 3.2069, -2.0825], [-0.9523, 4.5964, -0.7764], [-0.7142, 6.2533, -1.2243], [-1.0850, 4.1666, 0.6764], [-0.4099, 4.6506, 1.9410], [-0.9328, 3.7998, 3.2614], [-1.9883, 2.8184, 2.7115], [-2.0197, 3.0875, 1.2216], [0.7152, -1.1107, -0.9581], [2.3050, -0.7614, -1.0916], [3.1033, -1.6382, -2.2636], [2.6346, -3.2060, -2.3471], [4.5352, -1.4233, -2.0051], [5.4003, -2.1349, -2.9527], [5.2027, -1.7330, -4.5286], [4.0244, -2.2630, -5.5379], [4.0166, -1.7791, -7.1370], [5.1794, -0.7709, -7.7785], [6.3469, -0.2286, -6.7630], [6.3421, -0.7093, -5.1955], [0.3131, -1.0624, 0.6650], [1.1144, -2.0457, 1.7015], [0.2753, -2.5045, 2.8714], [1.5824, -3.3101, 1.0410], [2.2723, -1.3165, 2.3425], [-3.2997, -5.5543, 1.7973], [-1.4446, -5.1931, 2.3068], [-2.8592, -4.9719, 3.5393], [-2.3292, -2.6112, 2.8358], [-3.8475, -2.9805, 1.7745], [-2.4784, -3.2716, -0.3747], [-0.9119, -3.7088, 0.5776], [-1.8104, -0.9259, 1.4852], [-1.9341, 0.5883, -0.2409], [-3.6711, -1.4095, -0.8638], [-2.6847, -1.5810, -2.4675], [-3.3657, 1.2789, -1.7477], [-3.8651, 0.3530, -3.1310], [-0.0046, 0.7685, -0.9519], [-1.3584, 0.6379, -3.3722], [-0.1034, -0.7523, -3.5827], [1.9224, 0.9571, -3.3447], [0.6259, 1.5144, -4.5931], [0.9465, 3.6573, -3.4988], [1.3790, 2.8532, -1.7895], [0.4000, 5.5139, 1.9607], [-0.6163, 3.9126, 4.3904], [-2.6680, 2.6068, 0.3546], [0.2975, -2.1632, -1.2479], [2.3994, 0.4122, -1.2893], [2.9367, -0.9463, -0.0999], [2.7782, -1.1246, -3.2916], [2.7042, -3.6534, -1.2523], [3.2254, -3.8674, -3.1095], [1.5068, -3.1933, -2.7388], [5.3788, -3.3223, -2.8319], [6.5206, -1.8320, -2.6725], [3.1981, -3.0011, -5.1570], [3.2069, -2.1589, -7.9213], [5.1893, -0.4550, -8.9265], [7.2198, 0.4643, -7.1245], [7.2184, -0.3301, -4.4928], [0.4940, 0.0101, 1.0963], [-4.4172, 2.9083, 8.5980], [-4.3924, 1.6908, 8.0525], [-3.5727, 1.4014, 6.8433], [-3.5552, 0.2682, 6.3757], [-2.8087, 2.5085, 6.2475], [-2.8363, 3.7268, 6.7912], [-3.6340, 4.0091, 8.0160], [-3.6250, 5.1346, 8.5033], [-2.1228, 4.7726, 6.2348], [-5.1279, 0.6517, 8.5924], [-5.0068, 3.1320, 9.4782], [-2.2314, 2.2888, 5.3586], [-2.3043, 5.5475, 6.8103], [-4.9417, -0.1245, 8.0205]], "multiplicity": 1, "lumo_ev": -4.33, "e_tot_ha": -2934.694415, "charge": 1}